C44H49AsNOP2PdSi as an isolated structure. Source: the Open Molecules 2025 dataset; level of theory: ωB97M-V/def2-TZVPD.

Computed properties:
- relative energy (zero: lowest compared OMol25 entry of this formula, charge and spin) (kJ/mol) = 0.0
- Kohn-Sham gap (eV) = 8.932
- HOMO level (eV) = -10.6
- net charge = +1
- DFT total energy (Ha) = -5171.831445

Each line ends with the Löwdin charge.
Element x y z (Å)
Pd  0.49952  0.05760  -0.34806  0.55
As  1.48595  3.18524  1.95499  0.99
P  -0.59847  -2.50229  1.02534  0.93
P  0.06757  1.77254  -1.69285  0.97
Si  0.19415  -1.14511  -2.21610  0.55
O  1.28599  1.94374  0.88039  -0.59
N  0.75646  -1.66023  0.96197  -0.22
C  -1.75113  1.73047  -5.36853  -0.06
C  -2.06259  2.38535  -0.09401  -0.09
C  2.78472  2.31184  -1.76991  -0.11
C  2.21268  -0.75077  2.70227  -0.06
C  -2.94758  -3.81409  -2.70653  -0.06
C  -1.43174  0.44115  -5.77421  -0.06
C  -0.88936  -5.77520  3.48051  -0.06
C  -0.99943  4.32469  -1.03604  -0.10
C  -2.93341  4.57648  0.37605  -0.08
C  -1.84090  -1.56134  1.96707  -0.27
C  -0.16408  3.62874  2.82463  -0.17
C  2.09147  -1.80785  1.60037  -0.65
C  -3.25308  -4.25753  -1.43046  -0.06
C  -3.54792  0.09056  3.42864  -0.07
C  3.84286  3.98214  -3.13844  -0.07
C  -3.04780  -1.13626  1.41926  -0.07
C  -1.93744  5.13792  -0.41060  -0.07
C  -3.89691  -0.31334  2.14963  -0.08
C  1.74049  -2.01068  -2.81536  -0.18
C  -0.48203  -0.04055  -3.60000  -0.27
C  2.77272  2.76545  3.31764  -0.20
C  -2.49363  -3.81429  -0.36363  -0.10
C  -1.43632  -2.91665  -0.54305  -0.31
C  -0.81036  -0.43537  -4.89834  -0.09
C  -1.90739  -2.91768  -2.88469  -0.08
C  2.60311  4.35074  -3.64311  -0.07
C  -1.48980  -1.13249  3.24868  -0.09
C  1.53470  2.68716  -2.25829  -0.32
C  1.45675  3.69900  -3.21421  -0.09
C  -1.01378  -4.48251  2.98751  -0.07
C  0.15463  -5.14255  0.98847  -0.10
C  3.93255  2.95586  -2.20821  -0.07
C  -1.05992  2.94338  -0.88690  -0.34
C  2.11958  4.76685  1.07309  -0.18
C  0.27957  -6.42806  1.48176  -0.06
C  2.37675  -3.17186  2.22462  -0.05
C  -0.72953  1.28843  -3.24484  -0.35
C  -0.24203  -6.74477  2.73174  -0.06
C  -2.34053  -0.32144  3.98002  -0.07
C  -2.98994  3.19747  0.53853  -0.08
C  -0.48850  -4.16000  1.74254  -0.33
C  -1.38844  2.16264  -4.10440  -0.08
C  3.15531  -1.53806  0.53751  -0.05
C  -1.13432  -2.43974  -1.82011  -0.24
H  3.35121  -3.12376  2.71405  0.09
H  -1.53059  -3.73582  3.57630  0.10
H  0.55388  -4.89993  0.01029  0.12
H  2.97748  3.65039  3.91890  0.04
H  -1.68344  0.11397  -6.77465  0.11
H  2.38437  1.96961  3.94939  0.03
H  -1.30445  -6.02196  4.44863  0.11
H  -0.00364  4.40068  3.57642  0.05
H  2.55508  -1.29965  -2.96379  0.03
H  -4.21502  0.72342  3.99973  0.11
H  -3.75529  2.75112  1.16015  0.10
H  -0.58825  -1.44161  -5.24058  0.10
H  0.77907  -7.18590  0.89312  0.11
H  3.68712  2.42696  2.83344  0.05
H  0.50389  3.97750  -3.64727  0.09
H  -2.10042  1.30975  0.04739  0.08
H  -3.33181  -1.44236  0.42162  0.11
H  -4.83636  0.00499  1.71556  0.11
H  2.52746  5.13988  -4.37958  0.11
H  2.06445  -2.76687  -2.10116  0.01
H  -3.66222  5.21164  0.86227  0.11
H  -0.53699  -1.42639  3.67335  0.09
H  -2.27003  2.39844  -6.04325  0.11
H  4.89821  2.64898  -1.82799  0.11
H  -0.86565  3.98087  2.06899  0.01
H  4.15220  -1.61974  0.97414  0.09
H  2.41718  -3.96518  1.48066  0.08
H  1.54953  -2.51137  -3.76880  0.04
H  -0.14633  -7.75111  3.11744  0.11
H  3.08530  4.55542  0.61371  0.04
H  -3.52134  -4.15536  -3.55829  0.11
H  1.40671  5.03642  0.29758  0.02
H  4.73784  4.48374  -3.48234  0.11
H  -0.56020  2.72811  3.29182  0.04
H  2.84984  1.52711  -1.02464  0.07
H  -2.06429  -0.00884  4.97872  0.11
H  -4.07110  -4.94552  -1.26361  0.11
H  3.07839  -2.25613  -0.27687  0.06
H  3.23037  -0.72531  3.09947  0.09
H  -1.70439  -2.56524  -3.88923  0.08
H  1.64281  -3.44342  2.98140  0.08
H  1.53197  -0.97522  3.52615  0.07
H  -0.22799  4.77789  -1.64609  0.09
H  1.95963  0.22614  2.29380  0.03
H  -1.62044  3.17419  -3.78994  0.10
H  2.21511  5.58061  1.79076  0.05
H  3.04577  -0.52833  0.12396  0.06
H  -2.73475  -4.17888  0.62856  0.11
H  -1.88901  6.21135  -0.54210  0.11

Forces on the atoms, in the same order (eV/Å):
Pd 0.25 0.13 0.44
As -0.11 0.03 -0.02
P 0.26 0.31 -0.06
P -0.05 -0.02 -0.11
Si -0.02 -0.30 0.04
O 0.06 -0.18 0.12
N -0.30 -0.38 -0.60
C -0.03 0.06 0.03
C -0.01 0.02 0.09
C 0.00 0.00 0.13
C -0.03 0.00 -0.05
C 0.04 0.04 -0.04
C 0.02 -0.08 -0.02
C 0.00 -0.03 0.01
C -0.02 0.05 -0.01
C 0.01 0.00 -0.01
C 0.06 0.08 -0.06
C 0.02 0.03 0.00
C -0.06 0.08 0.11
C 0.01 0.01 0.04
C -0.02 0.00 0.00
C -0.01 -0.04 0.01
C 0.00 -0.04 0.03
C 0.00 0.00 0.03
C -0.02 0.00 0.00
C -0.03 -0.02 -0.02
C 0.00 0.03 0.05
C 0.00 0.00 0.01
C -0.11 -0.09 0.04
C -0.04 0.01 0.08
C 0.01 -0.07 -0.07
C -0.01 -0.01 -0.12
C 0.00 0.01 0.02
C 0.04 0.00 0.01
C 0.02 -0.02 0.04
C 0.01 0.03 -0.05
C -0.02 0.00 0.01
C -0.04 -0.04 0.01
C 0.00 0.02 -0.04
C -0.04 0.02 -0.02
C 0.06 -0.03 -0.02
C -0.01 0.01 0.00
C 0.03 0.02 -0.03
C 0.00 0.01 -0.01
C 0.01 0.01 0.01
C -0.01 0.00 -0.02
C -0.04 -0.01 -0.06
C 0.13 0.09 0.21
C -0.02 0.02 -0.02
C 0.04 0.11 0.01
C 0.05 0.16 -0.12
H 0.00 0.00 -0.02
H 0.00 0.00 -0.01
H -0.01 0.00 -0.02
H 0.00 0.00 0.00
H -0.01 0.00 0.00
H 0.00 0.00 0.00
H 0.00 -0.01 0.00
H 0.00 0.00 0.00
H 0.01 0.00 0.00
H 0.00 0.00 -0.01
H -0.02 0.00 0.00
H 0.02 0.08 0.01
H 0.00 0.00 0.00
H 0.00 0.00 0.01
H 0.03 -0.02 0.01
H -0.01 0.01 -0.01
H 0.00 0.00 -0.03
H 0.01 0.00 0.00
H 0.01 -0.01 -0.01
H 0.01 -0.03 0.00
H 0.00 0.00 0.00
H -0.03 -0.01 -0.01
H 0.01 0.01 0.00
H 0.01 0.01 0.00
H 0.02 0.00 0.02
H 0.02 0.01 0.00
H -0.01 -0.01 -0.03
H -0.02 0.02 -0.01
H 0.00 0.00 0.00
H -0.04 0.00 0.02
H 0.00 0.00 0.00
H -0.03 0.01 -0.02
H 0.00 0.00 0.00
H 0.00 -0.01 -0.01
H -0.02 0.05 -0.07
H 0.00 -0.01 0.01
H 0.01 -0.01 0.00
H 0.00 -0.01 0.00
H -0.01 0.00 0.00
H -0.04 -0.06 0.10
H -0.02 0.00 0.04
H 0.04 0.00 0.01
H 0.00 -0.01 0.04
H 0.00 0.02 0.00
H -0.01 -0.01 0.00
H 0.01 0.01 0.00
H -0.01 -0.09 0.03
H 0.01 0.01 -0.03
H 0.00 0.00 0.01